[1]
2 unconnected molecules or ions with the total composition H3N2P, computed with ωB97M-V with the def2-TZVPD basis set.

CARTESIAN COORDINATES (ANGSTROEM)
N (-0.02637, -0.10425, 0.76639)
H (1.47460, -0.57023, -0.48284)
P (-0.63309, 0.69269, -0.58507)
N (0.46241, -0.62550, -0.40843)
H (-1.57955, -1.15979, 1.24922)
H (0.30201, 1.76708, -0.53927)

Orbital gap (spin up / spin down) (eV): 9.01 / 9.18
HOMO energy (spin up / spin down) (eV): -9.186 / -9.615
E_LUMO (spin up / spin down) (eV): -0.176 / -0.437

---

[2]
H3N2P in the gas phase, computed with ωB97M-V with the def2-TZVPD basis set.

CARTESIAN COORDINATES (ANGSTROEM)
N (0.63631, 0.00252, -0.62042)
H (1.13487, 0.75162, -1.17597)
N (0.39091, 0.40888, 0.77023)
H (0.58880, -0.50617, 1.29862)
P (-1.03977, 0.33385, -0.13735)
H (-1.71112, -0.99070, -0.13511)

Spin multiplicity: 3
Orbital gap (spin up / spin down) (eV): 6.77 / 6.75
HOMO energy (spin up / spin down) (eV): -5.628 / -9.748
E_LUMO (spin up / spin down) (eV): 1.140 / -3.002

---

[3]
2 unconnected molecules or ions with the total composition H3N3, computed with ωB97M-V with the def2-TZVPD basis set.

CARTESIAN COORDINATES (ANGSTROEM)
N (2.06746, -0.29658, 0.01614)
H (-2.72945, -0.77448, 0.51740)
H (-2.56045, 0.87658, 0.36900)
H (-1.36722, -0.25984, -0.26621)
N (-2.35590, -0.05160, -0.10602)
N (1.23946, 0.37071, 0.00128)

Orbital gap (eV): 11.29
HOMO energy (eV): -9.918
E_LUMO (eV): 1.369
SMILES: N#N.N

---

[4]
2 unconnected molecules or ions with the total composition H3N3O, computed with ωB97M-V with the def2-TZVPD basis set.

CARTESIAN COORDINATES (ANGSTROEM)
N (1.91078, -0.01794, 0.28853)
N (0.90293, 0.16278, 0.83735)
H (-1.38794, 0.08335, 0.27499)
N (-1.01043, -0.44328, -0.48181)
H (2.84603, 0.08394, 0.68636)
O (0.26564, 0.40728, 1.80215)
H (-1.31820, -1.37532, -0.26888)

Orbital gap (spin up / spin down) (eV): 8.44 / 10.34
HOMO energy (spin up / spin down) (eV): -8.721 / -10.654
E_LUMO (spin up / spin down) (eV): -0.279 / -0.313

---

[5]
2 unconnected molecules or ions with the total composition H3N3O2, computed with ωB97M-V with the def2-TZVPD basis set.

CARTESIAN COORDINATES (ANGSTROEM)
O (-0.44018, 1.22527, -0.05294)
H (1.73283, -0.54276, -1.27853)
N (0.70444, -0.28714, -1.20596)
O (-1.10138, -0.44779, 2.13811)
N (-0.19094, -0.99051, 1.66462)
H (-1.17890, 0.91313, 0.64475)
N (0.51784, 0.22737, -0.01516)
H (-0.04371, -0.09757, -1.89489)

Orbital gap (spin up / spin down) (eV): 8.60 / 7.91
HOMO energy (spin up / spin down) (eV): -7.710 / -8.021
E_LUMO (spin up / spin down) (eV): 0.894 / -0.106

---

[6]
2 unconnected molecules or ions with the total composition H3N3O2, computed with ωB97M-V with the def2-TZVPD basis set.

CARTESIAN COORDINATES (ANGSTROEM)
N (2.28910, -0.02943, 0.05048)
H (-0.91186, -0.70096, 1.02497)
H (0.29357, 1.50179, -0.50676)
O (3.23013, 0.65809, -0.07363)
H (-0.42986, -0.54131, -0.70188)
N (0.31469, 0.95555, 0.38355)
O (2.19828, -1.25133, 0.10840)
N (-0.56042, -0.06922, 0.19800)

Orbital gap (spin up / spin down) (eV): 9.39 / 7.91
HOMO energy (spin up / spin down) (eV): -9.407 / -8.716
E_LUMO (spin up / spin down) (eV): -0.022 / -0.806

---

[7]
2 unconnected molecules or ions with the total composition H3N3O2, computed with ωB97M-V with the def2-TZVPD basis set.

CARTESIAN COORDINATES (ANGSTROEM)
N (-0.93633, 0.19680, -0.11780)
O (-3.00905, -0.32341, -0.04510)
O (-0.11001, -1.47897, 0.03498)
H (0.24825, 1.55632, -0.97746)
N (0.07050, 1.12088, -0.02039)
N (-2.13201, 0.49603, -0.07710)
H (0.80930, 0.43084, 0.21717)
H (-0.84278, -2.00737, 0.42038)

Spin multiplicity: 3
Orbital gap (spin up / spin down) (eV): 9.14 / 6.30
HOMO energy (spin up / spin down) (eV): -8.361 / -9.507
E_LUMO (spin up / spin down) (eV): 0.774 / -3.209

---

[8]
A molecular structure, H3N3O2S, computed with ωB97M-V with the def2-TZVPD basis set.

CARTESIAN COORDINATES (ANGSTROEM)
N (1.30508, 0.79705, -1.80906)
N (0.81302, -0.25567, -1.41290)
N (-0.18629, -0.31136, 2.01533)
O (-1.49024, -1.18990, 0.24974)
O (-1.37263, -0.22641, 2.64013)
H (2.25755, 1.01404, -2.36726)
S (-0.09873, -0.83708, 0.57307)
H (0.76432, 1.68303, -1.84594)
H (-1.99209, -0.67370, 1.95689)

Orbital gap (spin up / spin down) (eV): 8.78 / 8.78
HOMO energy (spin up / spin down) (eV): -9.137 / -9.138
E_LUMO (spin up / spin down) (eV): -0.360 / -0.360

---

[9]
2 unconnected molecules or ions with the total composition H3N3O2S, computed with ωB97M-V with the def2-TZVPD basis set.

CARTESIAN COORDINATES (ANGSTROEM)
N (0.66462, -0.61370, -0.08700)
O (-1.21272, 0.49007, -2.15987)
N (-0.56943, 0.83538, -1.19961)
S (-0.77768, 1.99534, -0.20368)
O (-0.29146, -1.56899, 0.19542)
H (1.16561, 1.08445, 0.87112)
N (0.80894, 0.10236, 1.04834)
H (0.35823, -0.07989, 1.98238)
H (-0.14611, -2.24501, -0.44711)

Orbital gap (spin up / spin down) (eV): 7.29 / 8.03
HOMO energy (spin up / spin down) (eV): -7.920 / -8.320
E_LUMO (spin up / spin down) (eV): -0.633 / -0.288

---

[10]
2 unconnected molecules or ions with the total composition H3N3O2S, computed with ωB97M-V with the def2-TZVPD basis set.

CARTESIAN COORDINATES (ANGSTROEM)
N (0.69172, 0.84424, -1.02077)
S (0.05182, -2.14465, 1.96485)
H (-0.64974, -2.94314, 1.15485)
N (-0.92187, 0.62762, -0.98696)
H (-0.83837, 2.02044, 0.21396)
N (-1.47235, 1.36431, -0.27185)
O (1.00978, 1.73230, -0.28153)
H (0.86405, -1.65187, 1.02550)
O (1.26495, 0.15075, -1.79805)

Orbital gap (eV): 9.22
HOMO energy (eV): -9.969
E_LUMO (eV): -0.746
SMILES: [H]/N=N\[N+](=O)[O-].S

---

[11]
2 unconnected molecules or ions with the total composition H3N4, computed with ωB97M-V with the def2-TZVPD basis set.

CARTESIAN COORDINATES (ANGSTROEM)
H (-1.73873, 0.69057, -0.46727)
N (-0.30149, -0.68563, 0.14740)
N (1.73562, 0.01966, -0.27819)
H (-1.29414, 0.79846, 0.99762)
N (-1.10704, 0.24271, 0.16635)
H (-0.05386, -1.28418, -0.61852)
N (2.75965, 0.21840, 0.05260)

Orbital gap (eV): 11.04
Total charge: +1
HOMO energy (eV): -18.146
E_LUMO (eV): -7.107

---

[12]
2 unconnected molecules or ions with the total composition H3N6, computed with ωB97M-V with the def2-TZVPD basis set.

CARTESIAN COORDINATES (ANGSTROEM)
N (2.23516, -0.99671, -0.46806)
H (-2.43935, 0.71287, 0.53791)
N (-1.55825, 0.68679, 0.15976)
N (3.09430, -0.40053, 0.23068)
H (-1.32764, 0.35636, -0.71796)
N (2.73911, 0.89058, 0.40612)
N (1.28382, -0.14818, -0.76543)
N (1.66438, 0.96869, -0.21606)
H (3.93327, -0.74289, 0.66858)

Orbital gap (spin up / spin down) (eV): 9.04 / 4.52
Total charge: +1
HOMO energy (spin up / spin down) (eV): -17.376 / -15.872
E_LUMO (spin up / spin down) (eV): -8.336 / -11.352

---

What are the relative energy (zero: lowest compared OMol25 entry of this formula, charge and spin) values for these records? In order: 532.8 173.4 17.1 481.4 201.7 159.2 213.5 274.2 322.3 184.8 87.5 495.8 kJ/mol.
What are the DFT total energy values for these records? In order: -452.4554 -452.4265 -166.0972 -241.0903 -316.3300 -316.3462 -316.2553 -714.5279 -714.5096 -714.5619 -220.4774 -329.7528 a.u..